Entry 1:
The following is a DFT calculation (the ωB97M-V functional and the def2-TZVPD basis) of a cluster of 11 separate species, C27H74N14O11 in total in a non-equilibrium geometry.

The geometry in XYZ format:
```
126
Properties=species:S:1:pos:R:3:forces:R:3
C 8.578 -20.467 7.411 -2.79 -0.72 -0.89
C 0.230 -18.650 9.386 -0.56 -0.97 -0.94
H 5.316 -17.134 7.711 0.14 0.25 0.11
H -1.171 -24.600 7.602 0.54 -0.17 0.21
H 2.750 -20.442 1.203 -0.22 0.32 0.10
H 6.498 -16.525 8.950 -0.70 0.03 -0.24
N -2.431 -21.336 10.987 -1.02 -0.61 -1.88
C 1.890 -30.707 6.645 -0.41 1.95 -0.58
H 4.459 -23.994 3.474 0.89 -0.69 -0.02
H 1.180 -18.213 9.097 -0.07 0.29 -0.03
H -0.271 -18.079 10.138 -0.12 0.62 0.61
C 5.820 -18.566 9.221 -0.75 0.05 0.50
O 1.543 -22.043 4.487 0.07 -1.27 -1.10
C 2.523 -19.691 1.989 2.55 -0.64 -0.45
O 2.778 -28.219 9.281 0.41 -0.86 -0.38
H 1.031 -25.932 4.089 -0.95 -0.58 0.22
H 3.859 -18.601 10.103 0.28 -0.38 -0.46
H 2.541 -23.193 6.130 0.65 -0.17 0.05
H -2.486 -23.528 7.448 0.44 -1.29 -0.75
H 4.427 -20.264 9.834 0.25 1.13 -0.89
C -2.833 -21.499 9.673 1.66 2.28 -1.47
H 0.808 -30.701 6.742 -0.37 0.24 0.27
N 1.550 -25.113 3.941 -2.01 1.60 0.21
H 0.523 -20.106 6.714 -0.11 -0.16 -0.23
O -3.497 -19.257 4.135 -1.29 0.07 0.29
H 0.741 -28.370 5.731 -0.14 0.39 0.47
H -2.095 -18.099 5.634 0.72 -0.51 -0.45
N 2.211 -28.782 8.077 -0.17 1.14 0.75
O 1.221 -19.814 2.444 -1.21 0.01 0.49
H 1.465 -25.833 6.517 -0.08 0.48 -1.04
H 5.486 -20.015 6.944 0.16 0.53 -0.23
H 6.522 -19.633 11.046 -0.16 0.76 -0.84
N 1.128 -20.621 6.075 -0.60 1.47 2.37
C -2.194 -24.842 5.834 -1.50 2.10 1.43
O -2.104 -20.996 8.721 -2.34 -1.89 2.63
C 5.573 -17.107 8.772 0.46 -0.23 0.18
N -2.051 -24.438 7.166 -0.74 0.70 -0.59
H 1.190 -24.161 4.036 -0.25 -0.60 0.02
C -5.293 -21.696 5.716 -0.83 0.72 -0.02
H 4.317 -28.323 6.379 0.83 0.13 -0.57
H 3.263 -19.936 2.796 -0.53 0.49 -0.44
H 8.064 -18.061 6.307 0.29 0.31 0.31
N -1.556 -18.600 4.914 1.80 1.69 1.68
C 3.881 -27.415 6.747 -0.70 -0.28 1.07
H 5.992 -22.468 8.141 -1.35 -1.35 -0.29
H 3.011 -23.230 3.565 -0.59 0.40 0.17
H -4.636 -22.424 10.185 0.03 0.07 -0.07
H 8.612 -20.099 10.110 -0.07 -0.23 -0.55
N 5.252 -23.177 7.890 0.75 1.59 0.15
N 3.367 -23.555 6.618 -1.91 0.49 -0.63
N -0.603 -21.720 5.083 -2.27 -0.91 -1.41
H -0.952 -26.471 5.979 -0.03 0.71 0.24
H 4.597 -30.558 8.989 -0.63 0.27 -0.30
N -1.861 -19.191 2.738 2.41 -0.64 -4.66
H -2.405 -19.671 2.052 -0.53 0.01 0.12
H 2.088 -31.720 6.406 0.80 -1.08 0.19
H 3.788 -19.242 8.465 0.36 -0.05 -0.20
H -2.920 -21.814 11.701 -0.13 -0.18 0.72
H 3.279 -29.870 5.150 0.08 -0.05 0.40
H -6.335 -21.951 5.434 0.47 -0.25 -0.15
C 4.408 -19.229 9.359 0.00 -0.27 1.87
C 2.821 -25.282 3.676 2.34 1.47 -0.07
H 5.405 -24.157 8.155 -0.45 0.95 -0.48
C 4.176 -22.624 7.163 2.57 -1.71 0.80
H 0.559 -26.861 7.723 0.51 0.07 -0.87
N -4.051 -22.065 9.453 1.28 0.40 -0.16
C 8.677 -19.143 9.572 0.34 -0.55 -0.77
H 4.720 -16.688 9.327 0.44 0.04 -0.09
H 3.496 -24.559 6.525 0.47 0.66 0.47
C 8.547 -17.979 7.291 -1.58 -0.80 0.79
H 1.033 -30.413 9.566 0.03 0.53 0.49
H -0.982 -21.892 4.142 0.49 -0.22 0.85
C 1.861 -30.957 9.149 0.18 -0.74 -1.00
C 7.994 -18.188 10.499 -0.27 -0.29 1.01
C 4.117 -30.541 7.989 -0.51 -0.91 -0.48
O -3.054 -24.353 5.111 -0.15 0.05 -0.24
H -0.926 -19.035 2.466 1.20 0.19 -0.05
H 3.860 -26.624 6.042 0.33 0.39 -1.13
O 4.111 -21.406 7.019 -0.72 -0.24 -0.17
C 2.499 -30.197 7.958 1.92 -1.23 0.04
H -1.241 -21.254 5.680 -0.57 0.59 0.61
C 0.685 -21.513 5.215 1.95 0.63 -0.79
H -1.581 -20.861 11.155 0.71 0.20 0.16
H 4.717 -29.877 7.361 -0.23 -0.07 0.08
H 9.610 -20.482 7.551 1.89 -0.46 -0.14
H 2.669 -31.202 9.831 -0.44 0.08 0.61
C 2.218 -29.819 5.429 0.54 0.28 -0.71
H 2.083 -20.677 6.363 0.73 -0.11 -0.13
H 4.437 -27.034 7.608 -0.23 -0.31 0.22
N 6.614 -19.346 8.286 0.31 -0.60 -0.38
O 3.369 -26.357 3.696 0.87 -1.51 -0.29
H 8.084 -21.363 7.888 0.73 0.75 -0.43
C 1.835 -28.311 5.707 -0.56 -2.31 -1.22
H 5.958 -18.030 11.305 -0.18 0.61 0.12
H 8.277 -20.479 6.298 0.62 0.15 1.72
H -1.392 -19.300 8.335 0.84 0.10 0.43
H -4.726 -21.400 4.797 -0.32 -0.08 1.01
N -1.358 -25.760 5.372 1.87 -2.88 -0.69
H -4.370 -22.018 8.496 -0.19 -0.44 -0.21
C -2.325 -18.976 3.900 -3.84 -0.98 2.78
H 0.466 -19.636 9.809 -0.16 -0.06 -0.18
H 8.531 -18.304 11.460 -0.61 0.14 -0.13
H -1.573 -26.206 4.482 -0.36 0.73 0.26
H 2.084 -27.620 4.883 0.29 -0.61 0.35
H -5.440 -20.865 6.429 0.41 0.14 -0.71
H 8.299 -17.028 7.790 0.16 -0.34 -0.31
H 2.805 -18.699 1.546 -0.85 -0.68 0.67
C 8.084 -19.225 8.132 -0.64 1.19 0.67
O 6.040 -19.203 6.996 -0.49 -0.94 -0.17
H 1.169 -20.636 2.973 0.23 0.45 -0.27
N 3.479 -24.101 3.454 -0.22 0.36 -0.47
C 2.418 -27.799 7.004 -0.84 0.84 -0.22
H -4.268 -23.352 5.916 0.42 -0.49 -0.46
O -4.690 -22.709 6.488 -0.17 0.22 0.62
H -0.631 -18.239 4.697 -0.25 0.03 0.33
H 8.081 -17.149 10.266 0.21 0.78 -0.56
O -0.601 -18.726 8.211 0.25 -0.11 -0.05
C 1.547 -26.540 7.299 0.27 -1.09 3.43
H 3.742 -28.432 9.274 -0.82 0.16 -0.13
H 1.394 -31.909 8.819 0.56 0.35 -0.05
H 1.961 -26.039 8.200 0.06 0.06 -0.59
H 9.596 -18.117 7.228 1.14 0.33 -0.39
H 4.328 -31.585 7.590 -0.60 1.13 0.39
H 1.756 -30.289 4.521 -0.12 0.84 0.73
H 9.744 -18.929 9.521 0.14 0.09 -0.25
C 6.527 -18.597 10.585 0.17 -1.40 0.70
```
Forces are in eV/Å.

Summary:
HOMO level, eV: -8.09
Kohn-Sham gap, eV: 8.40
SMILES string: CC1(C)CCCC(C)(C)N1O.CC1(C)CCCC(C)(C)N1O.NC(N)=O.NC(N)=O.NC(N)=O.NC(N)=O.NC(N)=O.NC(N)=O.CO.CO.CO
Charge: 0

Atomic partial charges in e from the Löwdin method, atoms 1 to 5: C -0.041; C -0.140; H 0.081; H 0.073; H 0.079

Entry 2:
The following is a DFT calculation (the ωB97M-V functional and the def2-TZVPD basis) of a structure of composition C30H27N6OS2Ti.

The geometry in XYZ format:
```
67
Properties=species:S:1:pos:R:3:forces:R:3
N 2.795 -1.241 1.335 -0.14 -0.08 -0.14
C -0.214 2.602 2.771 0.00 0.00 0.02
H 4.413 -0.383 0.367 0.00 -0.02 0.01
C -1.991 2.872 -1.668 -0.03 0.02 -0.04
H -1.748 2.916 -0.615 -0.02 0.00 0.03
H 2.856 -5.733 -4.041 -0.01 0.00 0.01
C -3.186 0.829 2.876 0.00 -0.01 -0.01
H -1.469 0.039 -1.154 -0.05 0.00 -0.02
C 0.552 -3.372 -1.064 -0.02 0.04 -0.04
H -0.819 4.589 -2.181 0.01 0.01 0.00
C -2.855 1.889 -2.142 0.01 0.01 -0.01
H -4.712 3.804 2.342 0.00 0.01 0.00
C -1.790 3.755 -3.901 0.00 0.01 0.01
H -3.891 2.374 4.184 0.00 0.00 0.01
H -0.318 -3.285 -0.421 0.01 0.01 0.00
N 0.726 1.467 0.889 -0.13 -0.13 0.13
C 1.851 -4.594 -2.666 0.00 -0.05 -0.02
H -1.389 4.493 -4.582 0.01 0.00 -0.01
N 1.399 -2.320 -1.076 -0.11 0.21 0.24
S -3.465 0.564 -1.126 0.02 -0.04 0.00
C 0.029 0.424 -2.395 -0.08 0.04 -0.02
C 3.218 -3.146 2.704 0.08 0.05 0.02
H 0.790 -2.098 3.628 -0.05 -0.03 -0.02
C 2.732 -3.493 -2.685 0.01 0.03 0.00
H 2.835 -3.908 3.369 0.00 0.01 0.02
H 3.608 -3.495 -3.319 0.01 0.00 -0.01
C 2.470 -2.412 -1.892 0.00 -0.03 0.03
C -3.043 0.416 1.557 0.00 -0.03 0.00
O 0.091 0.034 4.003 -0.10 -0.05 -0.04
H 1.304 2.617 -0.733 -0.01 0.00 0.01
C -0.066 3.814 2.116 0.00 0.03 -0.01
C 0.873 2.641 0.262 0.06 -0.06 0.00
C 0.882 -2.157 2.541 0.08 0.08 0.04
H 5.257 -3.793 2.811 0.01 -0.01 0.00
H 0.377 -3.071 2.221 0.01 0.02 -0.06
H -2.597 -0.547 1.335 -0.01 0.03 0.00
N 0.293 -0.966 1.930 0.30 0.19 -0.12
H -3.883 1.090 -3.851 -0.01 -0.01 -0.01
C -3.513 1.221 0.526 -0.03 0.04 0.00
N -0.424 -0.041 -1.349 0.29 -0.05 0.16
H 0.635 4.762 0.311 0.00 0.00 0.00
H 1.428 -6.453 -3.415 0.00 0.00 0.00
C -3.193 1.843 -3.491 0.00 0.01 0.00
C -2.652 2.773 -4.368 0.00 -0.02 0.02
H 0.014 -5.306 -1.752 -0.01 -0.01 0.00
C 0.492 3.834 0.845 0.01 0.01 0.00
H -0.372 4.735 2.593 0.00 0.00 0.00
Ti 1.051 -0.576 0.202 0.04 -0.19 -0.27
C 5.021 -2.064 1.554 -0.01 -0.01 0.01
C 0.732 -4.500 -1.813 -0.01 0.00 0.01
C 4.106 -1.179 1.035 -0.02 0.04 -0.01
H -2.841 0.192 3.680 0.00 0.00 0.00
H 3.150 -1.566 -1.904 -0.01 -0.01 0.01
C 4.564 -3.076 2.394 0.01 -0.01 0.00
C 2.358 -2.197 2.178 -0.09 -0.05 0.09
C -4.122 2.441 0.805 0.04 -0.01 0.02
S 0.715 0.980 -3.655 -0.02 0.00 -0.02
C 0.150 0.115 2.802 0.00 -0.08 0.07
C -1.470 3.807 -2.550 -0.03 -0.01 0.02
H -4.519 3.049 0.002 0.00 0.01 -0.01
H 6.068 -1.968 1.307 0.01 0.00 0.00
C -3.773 2.053 3.158 -0.01 0.02 -0.03
C -4.233 2.859 2.122 0.01 -0.02 0.01
H -2.923 2.741 -5.414 0.00 0.00 -0.01
N 2.067 -5.677 -3.421 0.00 0.01 -0.01
C 0.190 1.455 2.122 0.00 0.06 -0.09
H -0.620 2.526 3.769 0.00 0.00 0.00
```
Forces are in eV/Å.

Summary:
HOMO level (alpha / beta), eV: -13.12 / -13.12
Kohn-Sham gap (alpha / beta), eV: 6.99 / 7.17
Relative energy (zero: lowest compared OMol25 entry of this formula, charge and spin), kJ/mol: 0.0
2S+1: 2
Charge: +2

Atomic partial charges in e from the Löwdin method, atoms 1 to 5: N -0.003; C 0.038; H 0.125; C -0.120; H 0.090